No. 1
# C14H24BrFIN3O3

2 unconnected molecules or ions with the total composition C14H24BrFIN3O3 at a distorted geometry (ωB97M-V/def2-TZVPD, the OMol25 dataset).

Geometry as ORCA input:
```
! wB97M-V def2-TZVPD RIJCOSX def2/J DEFGRID3
* xyz 0 1
C 4.88 2.52 2.09
C 3.95 3.78 2.57
O 2.71 3.41 3.20
C 1.69 2.93 2.34
Br 1.54 0.95 2.70
C 1.90 3.07 0.77
N 2.17 3.11 -0.41
C 0.32 3.73 2.77
I 0.02 3.76 4.95
C 0.62 5.28 2.37
N 0.78 6.44 2.08
C -0.98 3.31 1.93
C -1.75 1.99 2.44
F -1.46 0.94 1.44
H 5.06 2.67 0.95
H 4.35 1.51 2.20
H 5.90 2.53 2.64
H 4.59 4.27 3.41
H 3.88 4.61 1.77
H -1.74 4.19 2.05
H -0.83 3.20 0.80
H -1.40 1.57 3.44
H -2.90 2.12 2.39
C -0.70 -0.26 -1.79
O 0.00 -1.45 -1.48
C -0.50 -2.11 -0.31
C -1.16 -3.44 -0.69
N -2.41 -3.22 -1.42
C -2.95 -4.43 -2.03
C -2.13 -5.09 -3.15
O -2.03 -4.31 -4.34
C -0.97 -3.36 -4.33
H -0.16 0.25 -2.59
H -1.71 -0.48 -2.14
H -0.74 0.41 -0.92
H -1.18 -1.47 0.26
H 0.36 -2.32 0.33
H -1.37 -4.01 0.21
H -0.44 -4.00 -1.30
H -2.25 -2.54 -2.16
H -3.93 -4.16 -2.46
H -3.15 -5.17 -1.25
H -2.65 -6.01 -3.44
H -1.14 -5.42 -2.81
H -0.11 -3.69 -3.75
H -1.34 -2.40 -3.96
H -0.65 -3.21 -5.36
*
```

The calculation puts the HOMO-LUMO gap at 7.6108 eV. For the LUMO energy, the calculation gives -0.9386 eV.



No. 2
# C5H11N2O

2 unconnected molecules or ions with the total composition C5H11N2O at a distorted geometry (ωB97M-V/def2-TZVPD, the OMol25 dataset).

Geometry as ORCA input:
```
! wB97M-V def2-TZVPD RIJCOSX def2/J DEFGRID3
* xyz 0 2
O -2.82 -0.53 0.40
C -2.29 -0.22 -0.81
C -0.97 -0.50 -1.10
C -0.07 -1.17 -0.12
C 1.43 -0.96 -0.39
C 2.48 0.97 0.46
N 1.78 0.46 -0.51
N -1.05 1.33 1.10
H -2.96 0.33 -1.46
H -0.60 -0.15 -2.05
H -0.30 -2.22 0.00
H -0.30 -0.72 0.92
H 2.04 -1.48 0.42
H 1.70 -1.48 -1.38
H 2.73 1.98 0.42
H 2.90 0.37 1.26
H -0.40 1.71 0.36
H -1.17 1.98 1.76
H -2.12 0.31 0.74
*
```

The expectation value of S² is 0.754. The calculation puts the HOMO-LUMO gap (alpha / beta) at 9.0316 / 6.2130 eV. For the LUMO energy (alpha / beta), the calculation gives 0.7848 / -1.9833 eV. Its energy relative to the best compared isomer or geometry (same formula, charge and spin) is 72.92 kcal per mole.



No. 3
# C28H39Cl2GeN4O5S2Y

A molecular structure, C28H39Cl2GeN4O5S2Y at a distorted geometry (ωB97M-V/def2-TZVPD, the OMol25 dataset).

Geometry as ORCA input:
```
! wB97M-V def2-TZVPD RIJCOSX def2/J DEFGRID3
* xyz 1 2
Y 12.40 10.64 11.52
C 9.09 13.56 12.26
C 8.78 12.10 12.16
C 8.31 11.63 10.79
C 7.70 11.71 13.22
O 10.08 11.49 12.41
Ge 10.24 10.21 13.72
O 12.20 10.70 13.69
C 12.83 11.40 14.85
C 11.89 11.34 16.07
C 12.90 12.87 14.47
C 14.26 10.75 15.06
O 11.01 9.04 12.16
C 10.57 7.67 12.02
C 10.14 7.43 10.60
C 11.69 6.74 12.47
C 9.48 7.41 13.06
H 8.30 14.21 11.92
H 9.98 13.73 11.67
H 9.37 13.81 13.31
H 7.29 11.88 10.59
H 8.54 10.56 10.74
H 8.90 12.18 10.03
H 6.78 12.32 13.15
H 8.05 11.97 14.26
H 7.34 10.70 13.24
H 11.03 11.96 15.84
H 12.42 11.75 16.93
H 11.61 10.29 16.31
H 11.93 13.25 14.08
H 13.59 12.98 13.61
H 13.14 13.55 15.29
H 14.08 9.70 15.15
H 14.67 11.16 16.01
H 14.89 11.08 14.25
H 10.82 7.92 9.89
H 9.17 7.91 10.42
H 10.10 6.34 10.43
H 12.47 6.77 11.72
H 11.39 5.69 12.69
H 12.12 7.14 13.43
H 8.61 8.08 12.95
H 9.88 7.66 14.07
H 9.14 6.36 13.04
Cl 11.48 10.83 8.85
C 12.83 11.87 8.22
C 13.42 11.51 7.02
C 14.31 12.39 6.38
C 14.73 13.52 7.07
C 14.20 13.84 8.34
Cl 14.52 15.42 9.01
C 13.31 12.91 9.03
S 12.86 13.26 10.64
H 13.08 10.63 6.52
H 14.65 12.24 5.38
H 15.45 14.25 6.65
N 20.92 8.08 10.31
C 19.91 8.97 10.60
C 19.15 9.64 9.62
C 18.16 10.54 9.89
C 17.81 10.78 11.25
C 18.58 10.18 12.29
C 19.59 9.30 11.93
S 16.20 11.50 11.51
O 16.14 12.06 12.88
O 16.09 12.40 10.39
N 14.82 10.50 11.51
C 14.88 9.34 10.77
N 15.93 8.55 10.74
C 15.77 7.33 10.27
C 14.59 6.86 9.63
C 13.56 7.83 9.58
N 13.69 9.02 10.21
H 21.06 7.60 9.39
H 21.23 7.58 11.13
H 19.40 9.33 8.61
H 17.56 11.03 9.17
H 18.38 10.39 13.31
H 20.28 8.97 12.71
H 16.65 6.68 10.37
H 14.44 5.85 9.27
H 12.61 7.61 9.10
*
```

The expectation value of S² is 0.779. The calculation puts the HOMO-LUMO gap (alpha / beta) at 7.5009 / 4.2182 eV. For the LUMO energy (alpha / beta), the calculation gives -2.6816 / -5.9631 eV. Its energy relative to the best compared isomer or geometry (same formula, charge and spin) is 45.91 kcal per mole.